[1]
C20H45GdN2P3S2 | the ωB97M-V functional and the def2-TZVPD basis

```
! RIJCOSX wB97M-V def2-TZVPD def2/J DEFGRID3
* xyz 3 8
Gd 0.43 0.17 -0.27
P -0.11 -2.58 0.30
P 0.99 0.16 2.49
P -0.34 -0.45 -2.84
H 3.15 1.32 0.31
C 2.57 1.65 -0.56
C 1.48 2.49 -0.51
H 1.15 3.02 0.39
C 1.42 -3.57 0.11
C -0.68 -3.24 1.91
C -1.24 -3.53 -0.79
C 1.57 1.81 3.02
C -0.25 -0.19 3.80
C 2.39 -0.92 3.00
C -0.06 1.07 -3.83
C -1.96 -0.95 -3.51
C 0.73 -1.76 -3.54
H 3.04 1.40 -1.52
H 0.98 2.81 -1.43
H 1.20 -4.63 0.27
H 2.18 -3.23 0.82
H 1.83 -3.43 -0.91
H -0.85 -4.32 1.79
H -1.63 -2.76 2.21
H 0.06 -3.07 2.70
H -1.35 -4.53 -0.36
H -0.86 -3.60 -1.81
H -2.23 -3.04 -0.82
H 2.19 1.72 3.92
H 0.70 2.46 3.22
H 2.14 2.28 2.21
H 0.26 -0.32 4.77
H -0.81 -1.11 3.56
H -0.97 0.63 3.87
H 2.66 -0.71 4.05
H 3.25 -0.70 2.35
H 2.13 -1.98 2.88
H 0.03 0.78 -4.89
H 0.86 1.60 -3.53
H -0.90 1.75 -3.69
H -1.85 -1.06 -4.60
H -2.69 -0.17 -3.28
H -2.29 -1.88 -3.05
H 0.71 -1.69 -4.63
H 0.38 -2.75 -3.22
H 1.77 -1.65 -3.20
C 4.70 1.01 -5.00
C 5.62 0.07 -5.51
C 6.83 0.53 -6.02
C 7.14 1.89 -6.03
C 6.20 2.82 -5.58
C 4.98 2.39 -5.07
S 3.22 0.51 -4.21
H 3.60 0.53 -2.90
H 5.37 -0.98 -5.49
H 7.56 -0.17 -6.43
H 8.11 2.25 -6.39
H 6.38 3.89 -5.63
H 4.23 3.08 -4.69
C -5.08 -0.23 2.60
N -3.79 -0.23 1.89
C -3.05 0.88 1.61
S -2.08 0.96 0.16
N -3.09 1.94 2.43
C -3.42 1.91 3.86
H -5.48 0.78 2.72
H -4.96 -0.70 3.59
H -5.78 -0.84 2.02
H -3.65 -0.97 1.20
H -2.64 2.78 2.05
H -3.30 0.90 4.29
H -2.78 2.63 4.39
H -4.47 2.24 4.00
*
```

The LUMO energy (alpha / beta) is -8.21 / -12.32 eV. The max |F| is 2.187 eV/A. The value obtained for the HOMO energy (alpha / beta) is -13.9 / -16.3 eV. The energy above the lowest of the compared OMol25 structures with the same formula, charge and spin comes out at 98.34 kcal/mol. For the orbital gap (alpha / beta), the calculation gives 5.7 / 4.0 eV.

Okay, here come the Mulliken numbers, in e, for every atom: atom 1 (Gd): 0.1187, atom 2 (P): 0.7456, atom 3 (P): 0.8915, atom 4 (P): 1.1663, atom 5 (H): 0.2773, atom 6 (C): 0.0310, atom 7 (C): -0.8316, atom 8 (H): 0.3413, atom 9 (C): -1.2356, atom 10 (C): -1.2526, atom 11 (C): -1.1685, atom 12 (C): -1.1857, atom 13 (C): -0.9749, atom 14 (C): -1.2550, atom 15 (C): -1.1715, atom 16 (C): -1.2811, atom 17 (C): -1.2255, atom 18 (H): -0.2266, atom 19 (H): 0.3444, atom 20 (H): 0.3915, atom 21 (H): 0.3337, atom 22 (H): 0.3235, atom 23 (H): 0.5159, atom 24 (H): 0.2870, atom 25 (H): 0.4068, atom 26 (H): 0.5278, atom 27 (H): 0.3172, atom 28 (H): 0.2551, atom 29 (H): 0.4219, atom 30 (H): 0.3118, atom 31 (H): 0.3507, atom 32 (H): 0.5204, atom 33 (H): 0.1764, atom 34 (H): 0.1017, atom 35 (H): 0.4575, atom 36 (H): 0.3228, atom 37 (H): 0.2856, atom 38 (H): 0.4061, atom 39 (H): 0.1636, atom 40 (H): 0.4066, atom 41 (H): 0.4376, atom 42 (H): 0.3902, atom 43 (H): 0.3342, atom 44 (H): 0.4479, atom 45 (H): 0.3377, atom 46 (H): 0.2218, atom 47 (C): 0.3651, atom 48 (C): -0.2405, atom 49 (C): -0.4714, atom 50 (C): -0.3191, atom 51 (C): -0.4630, atom 52 (C): -0.3008, atom 53 (S): -0.0968, atom 54 (H): 0.2700, atom 55 (H): 0.4701, atom 56 (H): 0.4148, atom 57 (H): 0.4476, atom 58 (H): 0.4261, atom 59 (H): 0.4502, atom 60 (C): -1.0053, atom 61 (N): -0.0029, atom 62 (C): 0.4211, atom 63 (S): -0.3092, atom 64 (N): -0.1128, atom 65 (C): -1.1595, atom 66 (H): 0.3377, atom 67 (H): 0.3364, atom 68 (H): 0.3505, atom 69 (H): 0.2105, atom 70 (H): 0.2881, atom 71 (H): 0.4085, atom 72 (H): 0.3487, atom 73 (H): 0.3753



[2]
C20H45N3O9V | the ωB97M-V functional and the def2-TZVPD basis

```
! RIJCOSX wB97M-V def2-TZVPD def2/J DEFGRID3
* xyz -1 1
O 15.05 -35.81 -19.33
V 16.28 -35.71 -20.25
O 17.03 -37.16 -20.02
C 19.25 -36.14 -21.94
O 20.24 -35.33 -22.06
O 18.21 -35.41 -21.67
O 19.24 -36.38 -23.26
C 14.32 -38.53 -21.15
C 14.88 -37.72 -22.27
C 14.05 -37.98 -23.59
O 13.87 -39.35 -23.92
C 14.98 -39.91 -24.54
N 15.20 -36.28 -22.20
H 14.79 -38.35 -20.18
H 14.36 -39.60 -21.36
H 13.23 -38.39 -21.10
H 15.88 -38.15 -22.33
H 14.40 -37.48 -24.49
H 13.08 -37.49 -23.44
H 15.36 -39.31 -25.37
H 14.73 -40.93 -24.82
H 15.82 -40.02 -23.85
H 14.36 -35.72 -22.25
H 15.75 -36.13 -23.04
C 12.28 -34.40 -21.64
O 13.60 -34.17 -21.25
C 14.14 -32.88 -21.62
C 15.29 -32.39 -20.77
N 16.33 -33.42 -20.34
C 16.80 -32.96 -19.02
C 18.11 -33.61 -18.76
O 17.85 -34.97 -18.35
C 19.01 -35.46 -17.81
H 12.19 -34.32 -22.73
H 11.55 -33.72 -21.19
H 11.97 -35.39 -21.29
H 13.26 -32.23 -21.65
H 14.53 -33.07 -22.62
H 14.74 -32.13 -19.86
H 15.72 -31.50 -21.23
H 17.00 -33.13 -21.05
H 16.04 -33.15 -18.26
H 17.15 -31.92 -18.98
H 18.72 -33.04 -18.06
H 18.72 -33.51 -19.66
H 19.01 -35.17 -16.76
H 19.94 -35.18 -18.30
H 19.02 -36.55 -17.89
C 16.57 -41.17 -14.04
C 15.89 -40.02 -14.87
C 14.52 -39.86 -14.09
C 13.62 -38.69 -14.55
C 14.41 -37.46 -14.30
C 15.83 -37.49 -15.01
N 16.59 -38.69 -14.75
O 17.91 -38.78 -15.48
C 15.70 -37.19 -16.51
C 16.53 -36.31 -14.30
C 15.61 -40.52 -16.29
H 17.32 -41.64 -14.68
H 15.83 -41.97 -14.01
H 16.91 -41.04 -13.02
H 13.89 -40.75 -14.02
H 14.72 -39.65 -13.04
H 12.83 -38.82 -13.80
H 13.32 -38.91 -15.57
H 14.80 -37.35 -13.29
H 13.95 -36.53 -14.64
H 14.90 -37.77 -16.97
H 15.31 -36.18 -16.62
H 16.61 -37.35 -17.09
H 17.58 -36.22 -14.61
H 15.99 -35.37 -14.40
H 16.57 -36.61 -13.25
H 14.87 -39.92 -16.83
H 15.31 -41.57 -16.35
H 16.52 -40.39 -16.89
H 18.44 -38.99 -14.70
*
```

The LUMO energy is 2.28 eV. The max |F| is 13.236 eV/A. The value obtained for the HOMO energy is -0.7 eV. For the orbital gap, the calculation gives 3.0 eV.

Okay, here come the Mulliken numbers, in e, for every atom: atom 1 (O): -0.4581, atom 2 (V): 1.4524, atom 3 (O): -0.5388, atom 4 (C): 0.3532, atom 5 (O): -0.6043, atom 6 (O): -0.5679, atom 7 (O): -0.8076, atom 8 (C): -1.4167, atom 9 (C): 0.4188, atom 10 (C): -0.9015, atom 11 (O): -0.3963, atom 12 (C): -0.7189, atom 13 (N): 0.0118, atom 14 (H): 0.1962, atom 15 (H): 0.3725, atom 16 (H): 0.3497, atom 17 (H): 0.2776, atom 18 (H): 0.4424, atom 19 (H): 0.3200, atom 20 (H): 0.3234, atom 21 (H): 0.2493, atom 22 (H): 0.3003, atom 23 (H): 0.1173, atom 24 (H): 0.3108, atom 25 (C): -1.0150, atom 26 (O): -0.1183, atom 27 (C): -0.6259, atom 28 (C): -0.9517, atom 29 (N): 0.1578, atom 30 (C): -0.6674, atom 31 (C): -0.8974, atom 32 (O): 0.0836, atom 33 (C): -1.1729, atom 34 (H): 0.3988, atom 35 (H): 0.3200, atom 36 (H): 0.2407, atom 37 (H): 0.4905, atom 38 (H): 0.3185, atom 39 (H): 0.3719, atom 40 (H): 0.3137, atom 41 (H): 0.1744, atom 42 (H): 0.3785, atom 43 (H): 0.3531, atom 44 (H): 0.5620, atom 45 (H): 0.3340, atom 46 (H): 0.3216, atom 47 (H): 0.4527, atom 48 (H): 0.2181, atom 49 (C): -1.9232, atom 50 (C): 1.8530, atom 51 (C): -1.5767, atom 52 (C): -0.5560, atom 53 (C): -1.3288, atom 54 (C): 1.8225, atom 55 (N): 0.1710, atom 56 (O): -0.4410, atom 57 (C): -1.6774, atom 58 (C): -2.0689, atom 59 (C): -1.7124, atom 60 (H): 0.4361, atom 61 (H): 0.4378, atom 62 (H): 0.3807, atom 63 (H): 0.4349, atom 64 (H): 0.4832, atom 65 (H): 0.3876, atom 66 (H): 0.3467, atom 67 (H): 0.4409, atom 68 (H): 0.3831, atom 69 (H): 0.1494, atom 70 (H): 0.3723, atom 71 (H): 0.3740, atom 72 (H): 0.3328, atom 73 (H): 0.3130, atom 74 (H): 0.6023, atom 75 (H): 0.2810, atom 76 (H): 0.3795, atom 77 (H): 0.4355, atom 78 (H): 0.3408



[3]
C20H45N5OS | the ωB97M-V functional and the def2-TZVPD basis

```
! RIJCOSX wB97M-V def2-TZVPD def2/J DEFGRID3
* xyz 0 1
C 3.36 -2.24 1.40
C 2.24 -1.17 1.76
N 2.65 0.28 1.85
C 3.17 1.05 0.70
C 2.18 1.16 -0.41
C 3.37 0.64 3.06
C 2.48 0.41 4.32
H 3.01 -3.27 1.33
H 4.16 -2.03 2.10
H 3.80 -1.97 0.44
H 1.43 -1.18 1.03
H 1.71 -1.42 2.67
H 3.59 2.05 0.82
H 4.04 0.58 0.25
H 1.79 0.23 -0.83
H 1.40 1.87 -0.15
H 2.58 1.45 -1.38
H 3.45 1.73 3.01
H 4.37 0.21 3.11
H 1.52 0.92 4.28
H 3.08 0.46 5.24
H 2.07 -0.60 4.42
C -1.43 1.10 0.52
C -2.05 0.97 1.91
N -1.17 0.67 3.08
C -0.52 -0.60 2.98
C 0.05 -1.19 4.28
C -0.08 1.74 3.14
C -0.50 3.19 3.34
H -2.19 1.15 -0.26
H -0.77 0.25 0.36
H -0.91 2.06 0.41
H -2.57 1.89 2.19
H -2.72 0.15 1.65
H -1.14 -1.41 2.58
H 0.30 -0.55 2.27
H 0.81 -1.94 4.08
H 0.45 -0.41 4.93
H -0.67 -1.76 4.88
H 0.64 1.63 2.33
H 0.38 1.44 4.08
H 0.32 3.79 3.73
H -1.33 3.28 4.05
H -0.83 3.61 2.39
C -1.60 0.10 -4.80
C -2.42 -0.99 -5.41
N -3.02 -1.80 -5.96
H -1.67 0.90 -5.54
H -0.65 -0.43 -4.76
H -1.79 0.32 -3.75
C -0.10 0.68 -1.55
C -0.85 -0.46 -2.12
N -1.43 -1.44 -2.53
H 0.98 0.68 -1.72
H -0.23 0.84 -0.48
H -0.54 1.51 -2.11
C -2.11 3.35 -2.99
C -0.73 3.68 -3.49
N 0.36 3.96 -3.85
H -2.50 4.05 -2.25
H -2.10 2.33 -2.60
H -2.76 3.29 -3.87
C -1.67 -4.99 -4.05
S -2.98 -4.01 -4.66
O -4.17 -4.46 -3.80
C -2.45 -2.52 -3.71
H -0.66 -4.68 -4.33
H -1.79 -5.98 -4.49
H -1.62 -5.21 -2.98
H -3.13 -1.68 -3.58
H -1.40 -2.26 -3.89
H -2.41 -2.93 -2.70
*
```

The LUMO energy is 0.05 eV. The max |F| is 13.824 eV/A. The value obtained for the HOMO energy is -7.6 eV. For the orbital gap, the calculation gives 7.7 eV.

Okay, here come the Mulliken numbers, in e, for every atom: atom 1 (C): -1.4586, atom 2 (C): -0.7186, atom 3 (N): 0.9328, atom 4 (C): -1.1896, atom 5 (C): -1.1096, atom 6 (C): -0.8126, atom 7 (C): -1.2790, atom 8 (H): 0.4062, atom 9 (H): 0.3114, atom 10 (H): 0.3157, atom 11 (H): 0.1986, atom 12 (H): 0.1923, atom 13 (H): 0.4371, atom 14 (H): 0.4598, atom 15 (H): 0.4388, atom 16 (H): 0.5126, atom 17 (H): 0.5032, atom 18 (H): 0.3487, atom 19 (H): 0.4256, atom 20 (H): -0.5622, atom 21 (H): 0.4767, atom 22 (H): 0.2818, atom 23 (C): -0.4822, atom 24 (C): -1.6539, atom 25 (N): 0.0594, atom 26 (C): 1.4212, atom 27 (C): -2.1313, atom 28 (C): 0.8084, atom 29 (C): -1.8332, atom 30 (H): 0.5040, atom 31 (H): 0.0064, atom 32 (H): 0.4467, atom 33 (H): 0.3975, atom 34 (H): 0.5849, atom 35 (H): 0.3650, atom 36 (H): -0.8759, atom 37 (H): 0.5396, atom 38 (H): 0.5439, atom 39 (H): 0.4617, atom 40 (H): -0.2915, atom 41 (H): 0.9209, atom 42 (H): 0.4681, atom 43 (H): 0.3644, atom 44 (H): 0.3144, atom 45 (C): -0.5075, atom 46 (C): 0.4948, atom 47 (N): -0.5315, atom 48 (H): 0.4246, atom 49 (H): 0.3585, atom 50 (H): -0.1642, atom 51 (C): 1.8273, atom 52 (C): 0.8786, atom 53 (N): -0.6929, atom 54 (H): 0.3648, atom 55 (H): -1.3098, atom 56 (H): -1.2629, atom 57 (C): -0.1816, atom 58 (C): 0.3879, atom 59 (N): -0.4702, atom 60 (H): 0.3202, atom 61 (H): -0.1677, atom 62 (H): 0.3057, atom 63 (C): -1.0285, atom 64 (S): 0.4821, atom 65 (O): -0.6795, atom 66 (C): -1.6572, atom 67 (H): 0.3416, atom 68 (H): 0.3522, atom 69 (H): 0.3174, atom 70 (H): 0.7432, atom 71 (H): 0.5240, atom 72 (H): 0.4813